Computed, not measured: one molecule with the formula C5H9Cl, with the ωB97M-V functional and the def2-TZVPD basis.

CARTESIAN COORDINATES (ANGSTROEM)
Cl1 -1.7531 -1.0018 -0.0658
C1 -1.3239 1.6738 -0.1179
H1 1.6742 -0.0971 1.5494
H2 -1.4166 1.6430 -1.2646
C2 -0.6633 0.3684 0.3554
H3 3.8527 0.6043 0.1325
H4 3.1193 -0.2077 -1.2492
H5 -0.5767 0.3386 1.4347
C3 0.6890 0.1245 -0.2628
H6 0.7019 0.2062 -1.3451
H7 -0.6687 2.4649 0.2122
H8 3.5580 -1.1748 0.1154
C4 1.7742 -0.0258 0.4201
C5 3.1712 -0.2334 -0.1913
H9 -2.3246 1.8091 0.3119

Summary:
Structure (SMILES): C/C=C/[C@@H](C)Cl
Energy relative to the best compared isomer or geometry (same formula, charge and spin) in kcal per mole: 9.6
Electronic energy in eV: -17852.9156
HOMO energy in eV: -9.8393
Charge: 0

=====

Computed, not measured: one molecule with the formula C3H8O, with the ωB97M-V functional and the def2-TZVPD basis.

CARTESIAN COORDINATES (ANGSTROEM)
H1 -1.9528 -1.3345 0.6212
C1 -1.3727 -0.4162 0.7790
C2 1.3477 -0.0011 -0.1517
O1 -1.1634 0.2418 -0.4457
H2 0.1795 0.2582 -1.9673
H3 -1.8853 0.2232 1.5108
H4 0.2241 1.6899 -0.9332
H5 1.9119 -0.7482 -0.7156
H6 2.0324 0.7534 0.2452
H7 0.9563 -0.5232 0.7204
C3 0.1646 0.5926 -0.9227
H8 -0.4422 -0.7358 1.2596

Summary:
Structure (SMILES): CCOC
Energy relative to the best compared isomer or geometry (same formula, charge and spin) in kcal per mole: 27.7
Electronic energy in eV: -5286.9472
HOMO energy in eV: -9.5003
Charge: 0

=====

Computed, not measured: a 3-piece molecular cluster, C20H35FIN4O13PS overall, with the ωB97M-V functional and the def2-TZVPD basis.

CARTESIAN COORDINATES (ANGSTROEM)
C1 3.6443 1.2675 2.4114
H1 4.2909 -3.2169 -0.9738
I1 4.3212 1.7242 0.3815
C2 -2.1222 0.3803 2.7216
O1 0.5534 0.7646 0.5015
N1 0.6191 -4.0715 1.0729
H2 2.8926 -4.2731 -1.2381
O2 0.7655 0.2755 4.1639
H3 2.9798 -5.2284 2.2990
H4 0.6243 -7.3887 0.2956
H5 1.5973 -4.0737 1.3518
H6 3.3450 -3.7272 0.4140
H7 -0.7368 -2.7277 0.2152
C3 0.3433 -2.7987 0.3944
C4 -4.2172 1.7479 -3.0294
H8 0.5974 -2.0067 1.1087
P1 0.4081 2.4383 1.0791
H9 -1.0966 0.1689 -1.0292
F1 -3.2677 1.0457 2.0187
C5 -1.5432 0.7734 -1.8275
O3 2.0645 4.5617 2.9664
O4 2.4901 -2.2685 -0.7668
H10 4.3511 3.0906 3.6137
C6 3.4333 2.3323 3.6404
O5 -0.4679 1.0865 -2.7141
H11 -1.3433 2.9450 -3.1414
H12 -4.4788 2.4150 -6.7778
H13 -1.1894 1.7924 -4.5125
H14 -3.5512 2.4219 -2.4839
H15 -3.3110 -0.4642 -1.6654
H16 -1.9194 1.6766 -1.3362
N2 1.8109 3.5188 5.0557
H17 -2.0111 1.9771 4.1515
H18 4.1168 -6.5083 1.8651
H19 -0.7394 -5.3924 0.1723
O6 -3.7630 3.1752 -4.9684
N3 -1.5201 1.0870 3.9159
H20 -2.1953 -0.9467 -2.9384
H21 -5.4176 3.3544 -3.8019
O7 3.4040 -0.0447 2.6862
H22 3.5490 1.7608 4.6822
N4 -3.5096 0.5494 -3.4855
H23 0.6297 -6.6761 1.9114
H24 0.9043 -3.2554 -1.6969
C7 0.9639 -6.5244 0.8768
H25 -5.0295 1.4523 -2.3558
H26 -5.4544 1.9224 -4.8348
C8 -3.5384 2.5726 -6.2374
H27 2.6615 -6.9209 2.7957
C9 2.0569 3.2188 3.5662
C10 2.7826 4.3506 5.5546
O8 2.3926 -6.5044 0.7663
C11 3.0571 -6.2754 2.0032
C12 -2.6634 -0.0772 -2.4620
H28 0.6795 -1.5668 -1.3196
C13 -0.0239 1.2850 3.7130
H29 -2.9192 0.7888 -4.2784
H30 0.9569 0.2169 1.2404
H31 -2.9113 3.2484 -6.8257
O9 0.1972 6.1179 2.5907
O10 1.3443 3.5489 0.1185
C14 -4.8018 2.5447 -4.2087
O11 -1.1383 2.8155 0.8215
H32 0.8917 4.4346 -0.0037
C15 0.5999 4.8894 2.9506
C16 3.2745 -3.4466 -0.6352
S1 3.8050 5.6905 5.9521
O12 -0.2358 3.7012 3.3239
C17 1.0898 -2.5032 -0.9233
O13 -1.6495 -0.8002 2.2476
H33 0.2304 2.6118 -3.8851
H34 0.7570 -5.1562 -0.7479
C18 0.6787 2.5667 2.9646
H35 -3.0044 1.6275 -6.1307
C19 -0.7294 2.1669 -3.6000
C20 0.3447 -5.2581 0.2596

Summary:
Structure (SMILES): O=C(I)C[C@@]1(N=C=S)OC(=O)O[C@@]1(C(=O)NC(=O)F)P(=O)(O)O.COCCNCCOC.COCCNCCOC
Electronic energy in eV: -84815.3728
HOMO energy in eV: -8.2809
Charge: 0

=====

Computed, not measured: a 12-piece molecular cluster, C30H78N4O13S7 overall, with the ωB97M-V functional and the def2-TZVPD basis.

CARTESIAN COORDINATES (ANGSTROEM)
C1 1.8225 0.0863 0.3250
S1 -0.2469 -1.7153 6.0069
O1 2.7892 2.4284 2.7457
H1 0.3211 -2.5743 1.0639
H2 1.8909 -3.9003 1.9118
C2 -5.0620 0.9695 -4.0165
H3 1.1130 3.5144 -0.1251
H4 -0.1356 -0.3753 -2.6800
C3 5.5371 -3.2985 -3.8139
H5 -1.8994 0.7321 -4.4269
H6 -3.0102 -0.6943 4.4535
H7 -2.9082 1.3554 -1.7186
C4 0.3933 -2.2460 4.4079
N1 -3.7730 1.0974 -3.6072
H8 3.7637 0.0283 5.1720
C5 4.5287 1.6338 -5.4310
H9 -5.7259 1.7026 -3.5406
C6 4.1817 1.9035 -3.0435
H10 -1.7826 0.5806 0.4103
H11 0.9353 2.7095 4.9471
H12 1.4772 -2.1732 4.3795
C7 0.7919 4.1767 -3.7167
O2 -6.0995 1.3146 -0.9355
H13 1.4572 -0.8306 -6.6730
O3 2.2037 -0.8678 -4.5221
H14 3.5339 -1.7615 -2.9987
H15 -2.7800 4.6335 4.4565
H16 -2.8248 1.3128 6.1574
H17 2.8239 -5.1997 1.1180
C8 1.8282 -4.8177 1.3272
H18 -6.7136 0.8051 2.4555
S2 5.8592 -1.7419 -2.9902
H19 4.6359 0.4023 3.6852
H20 -4.6230 1.8586 2.2261
O4 5.0922 1.8646 -6.4751
C9 4.2671 -1.6384 -2.1973
C10 1.2016 4.0480 -1.0712
H21 6.3958 3.3877 -3.6809
H22 -0.7909 1.0147 -0.9882
H23 -4.3404 0.5920 1.0286
O5 1.9367 -3.6578 -1.0767
H24 -0.6284 -2.7862 -0.4391
H25 0.1008 3.9893 -4.5366
C11 0.5077 -1.2244 -2.8986
S3 1.0050 -4.4718 -0.2443
H26 1.7211 1.5122 5.9960
H27 1.5634 -0.8917 -0.0710
H28 -4.7649 -0.5145 4.2380
H29 -2.0684 -1.1538 2.5316
C12 -2.6311 3.9339 5.2732
O6 -1.5417 -2.4113 6.1790
O7 6.8754 -1.9888 -1.9299
H30 -3.5659 3.7943 5.8199
H31 -5.0644 -2.8144 1.5303
H32 -1.2664 1.6321 3.2452
H33 -4.3551 2.3602 -2.1049
O8 0.2001 0.2236 2.3363
H34 3.2998 1.2769 -3.1803
H35 2.3035 0.6696 -0.4674
H36 -0.2591 -0.8854 -7.0870
S4 0.3017 3.1359 -2.3375
H37 3.8103 2.9194 -2.8536
O9 -1.8973 3.4537 2.5957
H38 -5.2355 -3.5436 3.1359
C13 -2.7674 0.1821 -4.0595
H39 2.2558 4.0656 -1.3489
O10 0.1661 -1.5389 -5.2086
H40 3.5125 1.2043 -5.3978
S5 -6.1446 1.9700 0.4040
C14 -3.4320 1.9293 -2.4826
C15 -1.8893 1.6003 5.6699
C16 -2.9152 -1.7067 2.0823
H41 -3.1804 -0.4604 -4.8337
H42 1.2871 -1.1890 -2.1464
H43 -3.7820 2.2578 0.6654
H44 0.9173 -2.7450 -8.2547
H45 1.8017 3.8865 -4.0065
H46 1.6379 -3.2796 -6.7300
H47 -1.9092 4.3849 5.9664
C17 1.0066 -2.5588 6.9741
H48 -6.9262 -0.1890 0.9646
H49 -0.0964 -1.6500 3.6401
H50 -2.8100 2.7665 -2.8205
O11 -2.9425 -2.0694 0.9240
H51 -1.1749 1.9149 6.4361
C18 1.0516 -1.1610 -4.2867
C19 -5.1095 -2.6042 2.5969
H52 -2.4904 -0.5066 -3.2508
S6 0.4592 0.9716 1.0555
C20 -0.1786 -3.2895 0.4082
O12 0.9963 1.8387 -2.5760
C21 -4.5423 1.6600 1.1568
C22 -0.8122 0.4328 -0.0661
H53 6.9294 2.2922 -4.9489
H54 -4.1054 -1.9681 5.0458
S7 3.1033 2.1190 4.1612
H55 -0.7336 -0.6199 -0.3211
C23 -3.9339 -1.2283 4.2657
N2 -3.8975 -1.9247 2.9912
H56 -5.9751 -1.9545 2.7581
H57 6.4144 -3.5241 -4.4166
H58 6.9465 1.7393 -3.3017
C24 3.6526 0.4065 4.1532
H59 4.6903 1.5547 -2.1430
H60 0.9893 1.0131 4.4298
H61 -1.5184 0.7373 5.1228
H62 -0.0947 -3.4483 -7.0022
H63 4.0902 -0.6585 -1.7628
N3 -2.1284 2.6919 4.7504
C25 6.3756 2.3430 -4.0133
H64 2.9365 -0.1985 3.5988
H65 4.0891 -2.4423 -1.4841
H66 1.2388 -5.5630 1.8623
H67 5.2685 -4.1089 -3.1399
H68 0.0570 -3.2786 4.2812
H69 -0.9126 -3.8418 0.9953
H70 -0.0348 -2.1671 -2.8032
H71 1.9665 -2.0527 6.8821
H72 4.7041 -3.1197 -4.5006
C26 -7.0578 0.7894 1.4201
H73 0.6947 -2.5666 8.0177
H74 1.0891 -3.5959 6.6425
N4 5.0399 1.8572 -4.1908
H75 2.5815 0.0571 1.1091
H76 0.7736 5.2376 -3.4706
C27 1.5324 1.7981 4.9570
H77 -8.1063 1.0827 1.4166
C28 0.7661 -2.8005 -7.1759
C29 0.5472 -1.4245 -6.5938
H78 0.7417 5.0305 -0.9962
O13 -5.4544 0.1343 -4.8083
C30 -1.7296 2.6109 3.4566

Summary:
Electronic energy in eV: -140795.3610
HOMO energy in eV: -8.3008
Charge: 0

=====

Computed, not measured: C33H47N5O3P4RuSbSe4 as an isolated structure, with the ωB97M-V functional and the def2-TZVPD basis.

CARTESIAN COORDINATES (ANGSTROEM)
O1 -2.3694 -1.1267 -0.3604
H1 5.0675 0.2598 4.4802
H2 -1.5524 -2.1647 1.8316
H3 0.7281 6.0908 2.3341
P1 1.9557 1.6064 0.8152
Se1 -1.3825 -5.8403 -1.2258
C1 2.5010 0.7060 2.3202
C2 3.2307 -0.8542 4.5127
H4 4.0253 1.4398 -2.2425
C3 2.3296 3.3294 1.2141
H5 -3.6763 1.0299 -1.8663
C4 2.9317 -2.1243 -4.7931
H6 -6.9259 -0.7747 0.5003
C5 -5.2490 -2.1489 -1.0375
H7 5.6711 0.0394 -0.3099
N1 -4.9714 -0.9025 -0.3177
C6 1.9706 -1.0006 3.9567
H8 4.7019 -3.8339 2.6163
H9 0.2550 3.7816 1.5620
C7 3.0522 -0.9929 -2.2609
H10 2.5006 2.3031 -1.9938
C8 5.4663 -0.8090 0.3318
C9 -3.3184 4.0040 1.4036
H11 -0.2424 2.5302 -1.1494
C10 1.6047 -0.2206 2.8682
C11 -1.0779 1.9514 -1.5411
H12 -4.3526 2.2614 -0.7801
H13 1.2659 -1.7029 4.3829
C12 1.5399 5.4460 2.0248
H14 4.4571 3.1603 0.9165
C13 3.9005 -2.4271 1.2176
N2 -2.4261 2.9163 1.8014
H15 -5.8852 0.6309 0.7984
H16 -0.7835 0.8857 -1.6102
C14 3.9410 -2.4921 -3.9167
C15 6.1973 -2.4617 1.9137
N3 -3.6163 -1.8723 1.8057
Ru1 0.7041 -0.4655 0.1974
H17 -3.5266 2.7587 -2.2628
H18 -6.5692 0.3561 -0.8108
H19 3.5306 -1.4840 5.3397
H20 6.9857 -2.8843 2.5227
C16 4.1022 0.1075 4.0156
C17 -2.4190 -2.3965 2.4408
Sb1 0.3376 -4.4083 -2.2019
C18 4.0100 -1.9261 -2.6486
H21 -5.0213 -3.0156 2.8553
P2 -2.1929 1.6110 0.8554
H22 -3.0905 2.5331 3.7928
O2 -3.5025 0.6631 1.0519
H23 4.4160 1.6477 2.5670
H24 -3.2710 4.1364 0.3255
Se2 2.4941 -5.5648 -2.4879
H25 -5.6717 -1.5542 2.1010
P3 2.8786 -0.5005 -0.5295
H26 1.2789 0.0842 -2.8348
C19 -2.1866 2.8017 3.2401
H27 1.2045 -0.8799 -5.1065
C20 6.4770 -1.3854 1.0803
P4 -3.5506 -0.8822 0.4988
N4 -2.2575 2.1418 -0.7224
H28 -1.4213 2.0506 3.4263
H29 -1.2890 2.2926 -2.5537
Se3 -0.5548 -3.6022 -4.3406
C21 1.9899 -1.1678 -4.4200
O3 -0.9257 0.9220 1.2604
H30 -5.9810 -1.9488 -1.8193
C22 2.0371 -0.6232 -3.1495
C23 -3.5281 2.0309 -1.4519
C24 2.8456 5.9114 2.0613
C25 3.8931 5.0912 1.6615
H31 2.9024 -2.8424 1.2581
H32 -2.2722 -1.9565 3.4325
N5 3.2385 1.1625 -0.3183
H33 4.9116 5.4550 1.6868
H34 7.4845 -0.9959 1.0217
C26 4.1734 -1.3290 0.4084
H35 -5.6440 -2.9310 -0.3819
H36 3.0508 6.9184 2.3983
H37 0.5639 -0.2592 2.5416
H38 -2.4894 -3.4820 2.5391
H39 4.6697 -3.2368 -4.2093
H40 -4.3299 -2.5104 -1.4980
H41 -4.3531 3.8243 1.7077
H42 4.7948 -2.2195 -1.9632
C27 3.7384 0.8890 2.9319
H43 -4.6934 -1.4266 3.5714
H44 -1.8268 3.7629 3.6084
H45 3.9872 2.8996 -1.2489
C28 -4.8163 -1.9680 2.6295
C29 -6.1520 -0.1327 0.0717
H46 -2.9749 4.9244 1.8756
Se4 0.7113 -2.5260 -0.4990
C30 1.2737 4.1547 1.5957
C31 3.4389 1.9988 -1.5157
C32 3.6424 3.7981 1.2340
H47 2.8667 -2.5851 -5.7705
C33 4.9171 -2.9891 1.9755

Summary:
Energy relative to the best compared isomer or geometry (same formula, charge and spin) in kcal per mole: 35.5
Electronic energy in eV: -356226.3502
Spin multiplicity: 6
HOMO energy (spin up / spin down) in eV: -13.0685 / -12.7724
Charge: +2
Expectation value of S²: 8.80

=====

Computed, not measured: a 11-piece molecular cluster, C15H33F2N9O24 overall, with the ωB97M-V functional and the def2-TZVPD basis.

CARTESIAN COORDINATES (ANGSTROEM)
O1 2.1707 8.1042 3.5192
C1 2.1326 5.9372 4.3329
O2 3.9067 7.4303 4.6931
O3 5.8747 -8.3653 -5.0770
H1 -3.0231 7.2833 -1.8636
O4 1.1816 -1.9920 -0.3192
C2 -3.9523 3.1184 5.9762
H2 1.0460 3.9880 -5.5665
O5 -3.5446 -5.2556 -2.7715
C3 -7.8009 -2.2712 1.2602
O6 5.9352 3.2613 -1.4715
H3 1.4346 5.9549 5.1699
C4 -0.0551 -2.0008 0.3969
H4 7.3545 0.3716 -5.2704
H5 7.8700 -1.3539 -5.4810
H6 -0.8300 -2.7141 0.1162
C5 -2.1864 -4.6619 -4.6362
O7 -1.5665 -3.5460 8.1292
O8 -0.5182 5.1135 -7.5743
O9 -3.9582 5.0368 -0.0920
H7 4.3575 -7.2988 -3.5517
O10 9.2744 1.3212 -6.2488
H8 -3.2549 2.8746 5.1748
C6 -1.5276 -4.7366 8.9306
F1 -1.7468 -6.9001 8.0935
O11 -7.5219 -4.4879 1.7494
O12 4.8057 2.7910 0.3009
C7 5.2470 -6.6817 -3.6785
N1 -0.6721 4.1079 -6.8513
H9 -0.7419 -4.8731 9.6737
H10 -6.7118 -2.2464 1.2243
H11 -4.7506 7.0010 -1.2388
O13 -0.1489 -0.3472 -1.1032
O14 10.0588 -0.6363 -6.4245
H12 -1.7209 -3.7016 -4.8582
O15 1.8257 -1.0621 -2.2102
H13 -2.6893 -5.0813 -5.5076
H14 -4.1633 6.2709 -2.8134
N2 2.8257 7.2577 4.1077
H15 -4.1373 4.1921 6.0097
H16 -0.3695 -5.7799 7.4606
N3 4.9810 3.3774 -0.7074
H17 -8.2752 -2.2639 0.2788
O16 -9.2031 -3.5837 2.6411
C8 -2.2326 -3.7850 6.9856
O17 -2.2306 -5.1180 6.7364
H18 2.9014 3.8334 -1.1898
H19 1.2140 3.5078 -7.2859
H20 0.4263 2.3685 -6.1835
O18 -6.0439 2.3636 6.7273
H21 -8.1673 -1.5202 1.9601
C9 -0.5954 -0.6709 0.2092
H22 -1.5006 -5.3917 -4.2059
C10 3.8906 4.2907 -1.1674
C11 -3.9029 6.6412 -1.8219
N4 9.2397 0.1325 -6.0063
H23 -3.5376 2.8143 6.9373
C12 -1.4153 -5.6634 7.7447
H24 4.8858 -5.7047 -3.9994
H25 3.8154 5.1543 -0.5067
N5 6.1688 -7.2516 -4.6332
O19 -2.5746 -2.9063 6.1921
N6 -3.2856 -4.4568 -3.6683
O20 -2.3406 5.0334 -1.5869
N7 -3.3956 5.4769 -1.1043
H26 5.7913 -6.5309 -2.7462
F2 -0.0301 0.2013 1.1168
N8 -8.2436 -3.5826 1.8647
O21 -1.7266 3.7031 -6.3822
H27 4.1953 4.8359 -2.0607
H28 1.5951 5.6264 3.4370
H29 -1.6789 -0.6194 0.3165
H30 -2.4425 -4.9246 9.4926
O22 -3.9103 -3.4021 -3.7130
C13 0.6024 3.4246 -6.3875
H31 2.9342 5.2483 4.5993
C14 8.1656 -0.3504 -5.1752
O23 -5.5069 2.0667 4.6055
N9 -5.2826 2.4827 5.7805
C15 1.0516 -1.0852 -1.2549
H32 0.1489 -2.2061 1.4478
O24 7.2247 -6.6543 -4.8289
H33 8.5813 -0.3336 -4.1677

Summary:
Structure (SMILES): O=C1OC[C@@H](F)O1.O=C1OC[C@@H](F)O1.C[N+](=O)[O-].C[N+](=O)[O-].C[N+](=O)[O-].C[N+](=O)[O-].C[N+](=O)[O-].C[N+](=O)[O-].C[N+](=O)[O-].C[N+](=O)[O-].C[N+](=O)[O-]
Energy relative to the best compared isomer or geometry (same formula, charge and spin) in kcal per mole: 86.7
Electronic energy in eV: -84047.7683
HOMO energy in eV: -10.8433
Charge: 0

=====

Computed, not measured: a 2-piece molecular cluster, C3H3ClF2 overall, with the ωB97M-V functional and the def2-TZVPD basis.

CARTESIAN COORDINATES (ANGSTROEM)
H1 1.2433 -1.1676 -0.1141
H2 -1.8291 0.2959 0.8589
C1 2.0778 -0.4202 -0.5651
F1 -0.4146 3.0817 -0.6386
C2 -0.7385 1.9994 -0.1014
F2 1.5695 0.1641 -1.6648
Cl1 2.5444 0.8073 0.6390
C3 -1.3206 1.1804 0.5167
H3 3.1268 -0.7575 -0.9239

Summary:
Structure (SMILES): C#CF.FCCl
Energy relative to the best compared isomer or geometry (same formula, charge and spin) in kcal per mole: 77.3
Electronic energy in eV: -21113.2053
HOMO energy in eV: -10.4172
Charge: 0

=====

Computed, not measured: one molecule with the formula C13H17N3O5, with the ωB97M-V functional and the def2-TZVPD basis.

CARTESIAN COORDINATES (ANGSTROEM)
C1 -0.4036 0.4631 -5.1215
H1 -1.3353 0.3271 4.7150
H2 1.1411 1.9818 -5.4322
H3 0.3843 -1.6376 -0.2016
H4 1.3626 2.1418 3.1974
H5 2.0343 -0.4214 -1.8001
O1 -0.7326 2.4192 2.4715
C2 -0.7769 -0.4744 -2.8290
H6 1.1610 0.6332 4.3351
C3 -1.0393 -0.9741 1.6933
N1 0.7286 1.4155 3.7403
C4 2.4359 -0.8766 0.1886
O2 -0.8552 0.7352 -6.4376
O3 -1.7849 -1.6212 0.8366
H7 -2.5935 0.7890 3.4811
N2 0.3255 -0.5449 1.4756
N3 -0.4064 -1.8049 3.8272
O4 2.8620 -0.8935 -1.1501
H8 -0.5978 -1.7394 4.8629
H9 -1.8364 -1.0448 -4.7385
H10 -2.5816 -1.3988 3.1659
C5 -1.4917 -1.1247 3.1239
C6 0.4718 0.5451 -0.6840
C7 -1.4896 0.2768 3.6115
C8 0.8697 1.0887 -3.2695
H11 1.4906 1.8255 -2.9371
C9 0.6683 1.1967 -4.6229
O5 3.0756 -1.0045 1.1471
C10 0.2075 0.4679 -2.2085
H12 -0.3473 0.8758 -0.1121
H13 -1.4774 -0.8932 -2.1427
H14 1.0297 -0.4520 2.2838
C11 -0.6361 1.4534 3.2412
H15 1.4012 1.1923 -0.4147
C12 -1.1919 -0.4168 -4.2115
H16 -0.5620 -2.8693 3.7559
H17 -0.2952 1.1062 -7.0322
C13 0.7849 -0.7424 0.1920

Summary:
Structure (SMILES): NC(=O)C[C@H](N)C(=O)N[C@@H](Cc1ccc(O)cc1)C(=O)O
Energy relative to the best compared isomer or geometry (same formula, charge and spin) in kcal per mole: 164.6
Electronic energy in eV: -28459.9381
HOMO energy in eV: -8.8520
Charge: 0